No. 1
{
  "formula": "H4O2",
  "method": "wB97M-V/def2-TZVPD",
  "homo_lumo_gap_ev": 11.5,
  "relative_energy_kj_mol": 21.1,
  "smiles": "O.O",
  "e_lumo_ha": 0.024,
  "homo_ev": -10.9,
  "molar_mass_g_mol": 36.030,
  "energy_ha": -152.86689,
  "elements": ["H", "H", "H", "H", "O", "O"],
  "positions_angstrom": [[1.8753, 0.7093, -0.2106], [1.0682, -0.5546, -0.6193], [-0.8248, 0.4407, 0.2723], [-1.4790, -0.8309, 0.7520], [0.9709, 0.3268, -0.2615], [-1.6105, -0.0914, 0.0672]]
}


No. 2
{
  "formula": "H4O2",
  "method": "wB97M-V/def2-TZVPD",
  "homo_lumo_gap_ev": 11.3,
  "relative_energy_kj_mol": 11.9,
  "smiles": "O.O",
  "e_lumo_ha": 0.022,
  "homo_ev": -10.7,
  "molar_mass_g_mol": 36.030,
  "energy_ha": -152.87042,
  "elements": ["O", "H", "H", "O", "H", "H"],
  "positions_angstrom": [[24.5556, -2.2831, 5.6180], [25.4738, -2.2449, 5.3505], [24.4183, -3.1947, 5.8755], [24.1678, -0.5919, 7.6447], [24.0541, -1.1987, 6.9132], [24.9739, -0.1179, 7.4403]]
}